109
Properties=species:S:1:pos:R:3 method="wB97M-V/def2-TZVPD" gap_ha=0.364 smiles=CCC[Si@@H](C)O[SiH3].c1ccncc1.c1ccncc1.c1ccncc1.c1ccncc1.c1ccncc1.c1ccncc1.c1ccncc1.c1ccncc1 e_tot_ha=-2801.3404
C 8.2491 0.3828 -0.7752
C 6.8874 -0.2699 -1.0211
C 5.8207 0.7315 -1.5260
Si 4.4509 1.1111 -0.3176
C 4.0515 2.9281 -0.2402
O 3.0891 0.2710 -0.7462
Si 1.8624 -0.3810 0.1263
H 8.8725 -0.2189 -0.1173
H 8.7925 0.5178 -1.7129
H 8.1236 1.3736 -0.3308
H 7.0001 -1.0737 -1.7511
H 6.5578 -0.7420 -0.0908
H 6.3064 1.6903 -1.7438
H 5.3859 0.3946 -2.4700
H 4.8901 0.6724 1.0372
H 4.9801 3.5020 -0.1694
H 3.5153 3.2585 -1.1333
H 3.4438 3.1781 0.6314
H 0.7499 0.5843 0.2538
H 2.3202 -0.7355 1.4921
H 1.3709 -1.6104 -0.5304
C -4.3224 1.2795 -0.8874
C -3.2128 0.7516 -1.5280
C -1.9505 1.1186 -1.0913
N -1.7402 1.9517 -0.0724
C -2.8145 2.4554 0.5338
C -4.1196 2.1573 0.1655
H -5.3208 1.0123 -1.2116
H -3.3298 0.0767 -2.3664
H -1.0602 0.7317 -1.5780
H -2.6223 3.1364 1.3566
H -4.9545 2.5854 0.7030
C -3.4650 -3.7939 -3.4725
C -4.5515 -4.5780 -3.8273
C -5.7420 -4.4093 -3.1332
N -5.9010 -3.5399 -2.1380
C -4.8509 -2.7925 -1.8027
C -3.6229 -2.8793 -2.4442
H -2.5190 -3.8878 -3.9904
H -4.4851 -5.3063 -4.6245
H -6.6115 -5.0054 -3.3887
H -5.0009 -2.0942 -0.9858
H -2.8002 -2.2463 -2.1386
C -5.7552 2.7814 5.7069
C -4.7101 2.1502 5.0518
C -4.8900 1.7688 3.7305
N -6.0198 1.9691 3.0552
C -7.0163 2.5762 3.6957
C -6.9338 3.0016 5.0137
H -5.6526 3.0953 6.7376
H -3.7695 1.9566 5.5502
H -4.0903 1.2768 3.1862
H -7.9286 2.7244 3.1288
H -7.7785 3.4894 5.4807
C -3.1174 -2.8774 3.5077
C -3.8499 -1.7013 3.5503
C -5.0006 -1.5962 2.7824
N -5.4459 -2.5738 1.9941
C -4.7316 -3.6966 1.9519
C -3.5703 -3.8980 2.6860
H -2.2170 -2.9891 4.1003
H -3.5384 -0.8772 4.1795
H -5.6032 -0.6951 2.8065
H -5.1095 -4.4756 1.2979
H -3.0349 -4.8353 2.6121
C 2.0597 -1.1385 5.7301
C 1.4201 -0.8571 4.5342
C 0.4443 -1.7320 4.0825
N 0.0917 -2.8381 4.7313
C 0.7133 -3.1020 5.8790
C 1.6979 -2.2866 6.4185
H 2.8268 -0.4798 6.1159
H 1.6667 0.0223 3.9552
H -0.0780 -1.5411 3.1501
H 0.4099 -4.0082 6.3914
H 2.1680 -2.5513 7.3559
C 12.9222 -3.3652 1.1838
C 13.2796 -2.5154 0.1496
C 12.2849 -1.7752 -0.4728
N 11.0002 -1.8368 -0.1316
C 10.6703 -2.6571 0.8626
C 11.5880 -3.4384 1.5497
H 13.6691 -3.9591 1.6947
H 14.3079 -2.4238 -0.1729
H 12.5320 -1.0999 -1.2846
H 9.6177 -2.6929 1.1238
H 11.2590 -4.0865 2.3506
C -4.5481 0.8916 -6.3904
C -5.1622 1.9527 -5.7445
C -5.8895 1.6944 -4.5914
N -6.0348 0.4787 -4.0687
C -5.4435 -0.5331 -4.7024
C -4.6898 -0.3794 -5.8570
H -3.9687 1.0535 -7.2902
H -5.0807 2.9633 -6.1216
H -6.3781 2.5046 -4.0608
H -5.5739 -1.5128 -4.2544
H -4.2252 -1.2402 -6.3192
C 0.3052 4.1867 -2.6429
C 1.0878 5.1580 -3.2465
C 0.5234 5.9355 -4.2480
N -0.7332 5.8018 -4.6657
C -1.4736 4.8645 -4.0777
C -1.0040 4.0359 -3.0695
H 0.6988 3.5590 -1.8526
H 2.1162 5.3170 -2.9503
H 1.1100 6.7051 -4.7380
H -2.4947 4.7690 -4.4310
H -1.6519 3.2945 -2.6223